1.
C45H72INO30V | ωB97M-V/def2-TZVPD

```
! RIJCOSX wB97M-V def2-TZVPD def2/J DEFGRID3
* xyz -1 1
O -1.02 0.05 -0.47
V -0.33 -1.22 0.31
O 1.25 -1.24 0.40
I -0.85 -3.44 -1.31
C -3.47 -0.99 1.45
C -2.98 -2.02 2.62
C -3.74 -3.33 2.20
C -3.29 -4.47 3.09
C -1.76 -4.69 3.02
C -0.94 -3.35 3.45
N -1.47 -2.20 2.64
O -0.63 -1.07 2.74
C 0.50 -3.83 2.95
C -0.97 -3.19 5.02
C -3.56 -1.53 3.99
H -3.27 0.08 1.56
H -4.55 -1.11 1.48
H -2.94 -1.38 0.58
H -3.45 -3.63 1.20
H -4.83 -3.34 2.25
H -3.76 -5.39 2.74
H -3.75 -4.33 4.07
H -1.55 -5.01 2.00
H -1.55 -5.64 3.51
H 0.54 -4.01 1.88
H 0.74 -4.70 3.56
H 1.37 -3.18 2.97
H -0.45 -2.28 5.33
H -0.47 -4.03 5.50
H -1.98 -3.23 5.42
H -4.61 -1.24 3.89
H -3.01 -0.65 4.31
H -3.46 -2.16 4.87
C 0.60 6.32 1.34
C -0.74 5.56 1.23
C -1.96 5.90 2.22
O -2.76 6.67 1.34
C -2.42 6.47 0.10
O -3.13 6.78 -0.83
O -1.24 5.90 0.01
H 0.62 7.14 0.62
H 1.46 5.71 1.03
H 0.69 6.62 2.38
H -0.50 4.50 1.34
H -1.64 6.44 3.11
H -2.38 4.91 2.40
C -2.18 5.55 -4.17
C -0.90 4.69 -4.13
C 0.30 5.44 -3.51
O 0.55 4.81 -2.27
C -0.33 3.73 -2.10
O -0.27 3.01 -1.17
O -1.08 3.59 -3.28
H -2.12 6.42 -4.82
H -2.17 6.16 -3.27
H -3.15 5.05 -4.28
H -0.66 4.20 -5.07
H 0.04 6.48 -3.33
H 1.16 5.32 -4.17
C 0.72 -2.92 -6.87
C -0.49 -2.41 -6.16
C -0.41 -1.09 -5.50
O -1.73 -0.61 -5.70
C -2.29 -1.35 -6.68
O -3.34 -1.03 -7.16
O -1.58 -2.39 -7.03
H 0.35 -3.94 -7.02
H 1.57 -2.79 -6.21
H 0.92 -2.36 -7.78
H -0.91 -3.11 -5.44
H 0.04 -0.32 -6.13
H -0.07 -1.10 -4.47
C 2.35 -7.83 0.82
C 2.26 -6.65 -0.10
C 3.17 -5.42 0.34
O 3.76 -5.09 -0.81
C 3.68 -6.05 -1.75
O 4.20 -6.12 -2.88
O 2.87 -7.01 -1.20
H 1.99 -7.77 1.85
H 3.39 -8.05 1.06
H 1.81 -8.72 0.50
H 1.27 -6.21 -0.24
H 3.85 -5.53 1.18
H 2.57 -4.58 0.67
C -4.39 -0.02 -3.10
C -4.28 1.05 -2.00
C -4.05 2.46 -2.52
O -5.32 3.11 -2.24
C -6.14 2.33 -1.64
O -7.38 2.53 -1.57
O -5.56 1.15 -1.35
H -5.23 0.23 -3.75
H -4.60 -1.01 -2.71
H -3.50 -0.10 -3.72
H -3.52 0.88 -1.25
H -3.77 2.41 -3.57
H -3.23 2.93 -1.97
C 3.31 3.21 0.80
C 3.71 2.23 -0.28
C 3.49 2.74 -1.69
O 4.72 2.63 -2.29
C 5.65 2.26 -1.42
O 6.79 2.11 -1.73
O 5.09 1.81 -0.34
H 4.18 3.76 1.16
H 3.00 2.68 1.70
H 2.48 3.91 0.69
H 3.03 1.38 -0.27
H 3.08 3.75 -1.63
H 2.74 2.04 -2.05
C 4.73 0.84 3.05
C 5.95 -0.14 2.94
C 5.55 -1.60 2.95
O 6.12 -2.10 1.72
C 6.80 -1.16 1.12
O 7.64 -1.43 0.22
O 6.54 -0.01 1.69
H 4.12 0.65 2.16
H 5.04 1.88 2.99
H 4.13 0.64 3.94
H 6.79 -0.02 3.62
H 4.53 -1.94 2.72
H 5.92 -2.06 3.86
C 5.68 -2.60 -2.34
C 4.29 -2.71 -2.89
C 3.10 -2.53 -1.95
O 2.38 -1.43 -2.53
C 2.94 -1.19 -3.81
O 2.39 -0.50 -4.68
O 4.03 -1.79 -3.93
H 6.03 -1.58 -2.45
H 6.41 -3.21 -2.87
H 5.60 -2.97 -1.32
H 4.19 -3.71 -3.32
H 3.41 -2.45 -0.91
H 2.44 -3.40 -1.93
C -4.88 4.80 4.93
C -4.50 3.42 5.50
C -5.27 2.24 4.92
O -4.32 1.86 3.96
C -3.13 2.38 4.18
O -2.13 2.15 3.51
O -3.17 3.06 5.30
H -5.74 5.10 5.52
H -5.17 4.81 3.88
H -4.14 5.57 5.12
H -4.48 3.43 6.59
H -6.17 2.66 4.47
H -5.48 1.37 5.55
*
```

Properties
Orbital gap in eV: 6.79
E_LUMO in eV: 1.79
Calculated total energy in eV: -144535.1196
HOMO in eV: -5.01


2.
C3H11NO3 | ωB97M-V/def2-TZVPD

```
! RIJCOSX wB97M-V def2-TZVPD def2/J DEFGRID3
* xyz 0 1
C -0.15 -0.26 1.70
C 0.68 -0.70 0.50
C 1.41 0.63 -0.15
O 1.71 -1.55 0.93
O -0.07 -1.37 -0.44
H 0.51 0.08 2.49
H -0.83 0.54 1.43
H -0.73 -1.11 2.07
H 1.95 0.32 -1.05
H 2.15 0.92 0.59
H 0.77 1.50 -0.27
H 1.57 -2.40 0.49
H -0.59 -0.68 -1.03
N -1.31 0.61 -1.73
O -2.26 1.22 -0.84
H -1.76 0.53 -2.64
H -0.49 1.25 -1.76
H -2.56 0.50 -0.27
*
```

Properties
ΔE to the lowest compared entry with this formula, charge and spin in kcal per mole: 65.6
SMILES string: CC(C)(O)O.NO
Orbital gap in eV: 10.06
E_LUMO in eV: 0.74
Calculated total energy in eV: -10920.1617
HOMO in eV: -9.32


3.
C4H8NO | ωB97M-V/def2-TZVPD

```
! RIJCOSX wB97M-V def2-TZVPD def2/J DEFGRID3
* xyz 1 1
C -0.53 1.18 0.00
C -0.26 -1.12 -0.10
C 1.35 0.99 0.16
C -1.26 0.03 -0.08
N 1.12 -0.65 0.20
O -2.52 -0.08 0.10
H -0.91 2.20 0.03
H 1.62 1.27 1.23
H -0.49 -1.97 0.66
H -0.22 -1.74 -1.08
H 1.94 1.47 -0.62
H 1.45 -0.66 1.10
H 1.72 -1.37 -0.38
H -2.84 0.76 0.22
*
```

Properties
ΔE to the lowest compared entry with this formula, charge and spin in kcal per mole: 76.1
Orbital gap in eV: 9.80
E_LUMO in eV: -3.65
Calculated total energy in eV: -7804.8039
HOMO in eV: -13.45


> What is the HOMO in the first record?

-5.01 eV


> What is the formula in the second record?

C3H11NO3


> What is the calculated total energy in the third record?

-7804.8039 eV